This record from OMol25 describes a structure of composition C44H47F12IrN6O3P in a non-equilibrium geometry. The level of theory is wB97M-V/def2-TZVPD.

LUMO level in eV: 2.38
Energy in eV: -106219.417
Charge: -1
Energy above the lowest of the compared OMol25 structures with the same formula, charge and spin in kJ/mol: 48.2

XYZ file:
```
114
Properties=species:S:1:pos:R:3:forces:R:3:mulliken_charge:R:1
Ir 0.2319 -0.3970 -0.0594 0.750 0.366 -0.058 0.7140
C -0.9826 4.0775 5.1411 0.002 -0.024 0.001 -1.6002
C -0.6311 3.4574 3.8140 -0.003 0.034 0.017 0.4625
C -1.1431 3.9469 2.6164 -0.022 -0.020 0.016 -1.2606
C -0.8258 3.3492 1.4186 0.039 -0.019 0.037 0.0775
C 0.0362 2.2344 1.3287 -0.083 -0.042 -0.034 -0.8156
N 0.2381 1.6376 0.0927 0.325 0.064 -0.014 0.9396
C 0.2114 2.4668 -1.0248 -0.151 -0.017 -0.004 -0.0281
C 0.8737 3.7054 -0.9498 0.038 0.018 -0.022 0.5003
C 0.9052 4.6008 -1.9967 0.040 0.002 0.021 -1.1152
C 0.2774 4.3033 -3.1991 -0.030 -0.015 -0.043 0.7062
C 0.3084 5.2518 -4.3689 0.003 -0.004 -0.002 -1.7365
C -0.3875 3.0888 -3.2877 -0.014 -0.007 0.022 -0.7771
C -0.4499 2.1664 -2.2432 0.046 -0.070 0.083 -1.4427
C -1.2256 0.8399 -2.3872 0.287 0.271 -0.052 1.8061
O -0.5395 -0.2378 -1.9190 -0.695 -0.077 0.345 -0.0153
C -1.4405 0.4333 -3.8826 -0.113 0.138 -0.018 0.0838
F -0.2476 0.3514 -4.5089 -0.025 0.147 0.032 -0.2579
F -2.0161 -0.7705 -3.9721 -0.226 0.266 0.058 -0.2415
F -2.2025 1.2617 -4.6333 0.052 -0.065 0.003 -0.2892
C -2.6315 1.0014 -1.7281 -0.087 -0.045 -0.031 0.0758
F -3.4530 1.7781 -2.4757 0.008 -0.013 0.015 -0.3335
F -3.2427 -0.1773 -1.5682 0.017 0.035 0.010 -0.2716
F -2.5673 1.5913 -0.5311 0.038 0.002 0.009 -0.1045
C 0.5531 1.7304 2.5429 0.059 -0.026 -0.045 -0.2140
C 0.2071 2.3591 3.7401 0.025 -0.047 -0.035 -1.0956
C 1.5535 0.5610 2.5627 -0.172 0.374 0.312 2.2765
O 1.4886 -0.3571 1.5751 -1.098 0.213 -0.150 -0.5595
C 1.4452 -0.2744 3.8904 -0.119 -0.021 0.131 0.4920
F 1.9547 0.3182 5.0022 -0.034 -0.018 -0.091 -0.2980
F 0.1695 -0.5809 4.1573 0.114 0.019 -0.036 -0.2239
F 2.1121 -1.4377 3.7774 -0.131 0.110 0.156 -0.1357
C 2.9742 1.2028 2.5036 0.000 0.276 -0.053 0.0061
F 3.2149 2.0991 3.4848 -0.024 -0.067 -0.074 -0.3371
F 3.9536 0.2762 2.5884 -0.279 0.962 0.175 -0.1915
F 3.1467 1.8497 1.3413 -0.019 -0.092 0.081 -0.1016
H -1.4051 5.0743 5.0072 0.003 -0.001 0.002 0.3873
H -0.1022 4.1681 5.7803 -0.004 0.005 0.005 0.3810
H -1.7177 3.4764 5.6829 -0.001 0.004 -0.005 0.2728
H -1.8223 4.7937 2.6242 0.005 0.001 -0.003 0.2861
H -1.2703 3.7214 0.5060 -0.014 0.003 0.022 0.5062
H 1.3815 3.9462 -0.0236 0.011 -0.011 -0.015 0.5746
H 1.4405 5.5386 -1.8813 -0.015 -0.003 0.005 0.2299
H 0.7091 6.2224 -4.0732 -0.001 -0.001 -0.001 0.4086
H -0.6922 5.4123 -4.7755 0.003 0.002 -0.005 0.3911
H 0.9312 4.8691 -5.1817 0.001 0.001 0.002 0.2761
H -0.8984 2.8736 -4.2142 0.015 0.008 -0.012 0.5624
H 0.6162 1.9863 4.6678 0.011 -0.005 0.016 0.6213
C 0.5998 -3.4802 -1.0717 0.051 -0.008 -0.131 -0.5582
N -0.1110 -2.4840 -0.2924 0.074 0.208 0.558 0.0395
C -1.1510 -2.8717 0.3687 -0.097 0.024 -0.182 0.2478
C -1.8752 -1.9220 1.1160 0.074 -0.049 0.093 -0.1800
C -2.9724 -2.0027 1.9742 0.050 0.007 0.014 -1.2204
C -3.1516 -0.7163 2.4795 -0.018 0.008 0.011 -1.0963
C -2.1607 0.0921 1.9113 -0.073 0.051 -0.029 -0.6626
N -1.3921 -0.6318 1.0865 -0.252 -0.009 -0.142 1.2908
C 0.1540 -3.5812 -2.5133 0.022 -0.149 -0.121 0.5084
C 0.1944 -2.4919 -3.3785 0.300 -0.145 0.007 1.3552
C -0.1899 -2.6392 -4.7023 0.147 -0.179 -0.181 -0.7182
C -0.6101 -3.8721 -5.1854 0.001 0.018 0.051 -0.9003
C -0.6633 -4.9599 -4.3275 -0.025 -0.008 0.012 -0.8253
C -0.2891 -4.8079 -2.9987 0.020 -0.050 -0.015 -0.5742
H 0.4657 -4.4681 -0.6180 0.048 0.040 0.095 0.6293
H 1.6573 -3.2345 -1.0259 0.102 0.050 0.001 -1.0570
H -1.4742 -3.9118 0.3382 0.031 -0.011 -0.007 0.3996
H -3.5420 -2.8910 2.1991 -0.003 0.001 -0.007 0.4917
H -3.9032 -0.3846 3.1781 0.001 0.003 -0.002 0.4935
H -2.0042 1.1456 2.0643 -0.023 -0.019 -0.021 0.2623
H 0.4791 -1.5229 -2.9892 0.108 -0.178 -0.136 -0.3462
H -0.1798 -1.7763 -5.3574 0.064 -0.175 0.027 0.5147
H -0.9123 -3.9785 -6.2202 0.004 -0.002 -0.008 0.4152
H -1.0053 -5.9230 -4.6865 0.000 -0.011 0.001 0.3617
H -0.3401 -5.6588 -2.3275 0.005 -0.016 0.005 0.3679
O 2.1689 -0.6644 -1.1608 -0.189 0.009 -0.034 1.6499
P 3.6593 -0.6270 -1.0840 0.240 0.081 0.368 -3.0896
N 4.4144 -1.5669 -2.2488 -0.253 -0.075 0.034 0.3633
C 4.4295 -3.0271 -2.1067 0.101 0.089 -0.038 0.3296
C 5.0999 -3.4792 -3.3960 0.023 0.023 -0.007 -0.8335
C 4.5378 -2.5134 -4.4481 0.038 0.024 0.045 -0.8047
C 4.1539 -1.2422 -3.6644 0.047 0.019 0.041 0.2409
N 4.2077 0.8926 -1.3876 0.065 -0.070 -0.308 0.8075
C 5.6296 1.2379 -1.4923 -0.009 0.011 -0.009 -0.5232
C 5.6320 2.5905 -2.2071 -0.028 0.005 -0.005 -0.9007
C 4.3850 2.5263 -3.0863 0.014 0.029 -0.006 -0.8116
C 3.3849 1.8289 -2.1760 -0.048 0.050 0.042 0.5366
N 4.2874 -1.1646 0.3290 -0.038 -0.172 -0.361 1.0973
C 5.7188 -1.1303 0.6449 -0.011 0.016 -0.037 -0.8958
C 5.9021 -2.2754 1.6356 -0.010 0.001 0.061 -0.8748
C 4.5726 -2.2712 2.3890 0.163 -0.231 0.057 -0.7287
C 3.5476 -2.0092 1.2905 0.345 -0.511 0.116 0.4483
H 3.4181 -3.4436 -2.0452 -0.037 -0.028 -0.003 -0.3079
H 4.9825 -3.3165 -1.2125 -0.050 0.015 0.016 -0.0157
H 4.8885 -4.5233 -3.6269 0.025 0.004 -0.012 0.4039
H 6.1817 -3.3577 -3.3065 -0.008 -0.005 0.016 0.3450
H 3.6565 -2.9400 -4.9227 -0.073 -0.017 -0.021 0.3277
H 5.2670 -2.2980 -5.2291 -0.038 -0.016 -0.027 0.3810
H 3.1023 -0.9859 -3.8287 -0.017 -0.016 -0.009 -0.1598
H 4.7584 -0.3814 -3.9566 0.003 0.014 0.011 0.0929
H 6.1732 0.4834 -2.0754 0.005 0.004 0.020 0.4335
H 6.0916 1.3065 -0.5063 0.016 -0.012 -0.043 0.0870
H 6.5557 2.7619 -2.7603 0.000 0.002 0.005 0.4551
H 5.5186 3.3911 -1.4728 0.011 0.011 -0.005 0.3157
H 4.5785 1.9315 -3.9830 0.001 -0.011 0.005 0.2436
H 4.0291 3.5078 -3.3995 -0.007 -0.001 -0.013 0.4261
H 2.5824 1.3133 -2.7030 -0.002 -0.008 -0.018 -0.1916
H 2.9203 2.5451 -1.5074 -0.081 0.111 0.057 -0.2858
H 5.9762 -0.1805 1.1253 0.030 -0.011 -0.027 0.1985
H 6.3286 -1.2384 -0.2550 0.022 -0.024 -0.009 0.5498
H 6.7689 -2.1241 2.2794 0.038 -0.003 -0.004 0.4594
H 6.0328 -3.2216 1.1033 0.006 -0.002 -0.031 0.2859
H 4.5519 -1.4615 3.1208 0.144 -0.563 -0.081 0.2860
H 4.3733 -3.2086 2.9080 0.005 -0.037 -0.008 0.5240
H 2.6585 -1.4869 1.6415 0.416 -0.544 -0.277 -1.2074
H 3.2584 -2.9579 0.8306 -0.002 -0.172 -0.167 0.5124
```
Positions in Å, forces in eV/Å.